## 1
The following is a DFT calculation (ωB97M-V with the def2-TZVPD basis set) of a cluster of 2 separate species, C3H3I in total.

Frontier orbital gap (alpha / beta) (eV): 5.16 / 4.26
LUMO (alpha / beta) (eV): -2.1 / -2.7

Structure (ORCA input):
```
! RIJCOSX wB97M-V def2-TZVPD def2/J DEFGRID3
* xyz 0 1
C 0.580 -0.049 0.320
C -0.244 -0.405 -0.730
C 0.788 0.275 -1.206
I -1.972 0.175 3.147
H 0.584 -0.039 1.365
H -1.166 -0.788 -1.055
H 1.430 0.831 -1.842
*
```

---

## 2
The following is a DFT calculation (ωB97M-V with the def2-TZVPD basis set) of a cluster of 2 separate species, C3H3I in total.

Frontier orbital gap (alpha / beta) (eV): 8.24 / 8.24
LUMO (alpha / beta) (eV): -0.3 / -0.3

Structure (ORCA input):
```
! RIJCOSX wB97M-V def2-TZVPD def2/J DEFGRID3
* xyz 0 1
C 0.861 0.149 0.340
C 0.226 -0.978 0.136
C 0.397 -0.121 -1.024
I 1.354 -0.743 -2.801
H 1.382 0.576 1.256
H -0.462 -1.742 0.595
H -1.236 0.850 -1.390
*
```

---

Stability summary: most stable 1, least stable 2.

---

## 1
The following is a DFT calculation (ωB97M-V with the def2-TZVPD basis set) of a cluster of 2 separate species, H5NOS2Si in total.

Frontier orbital gap (alpha / beta) (eV): 4.35 / 3.28
LUMO (alpha / beta) (eV): -4.2 / -4.5

Structure (ORCA input):
```
! RIJCOSX wB97M-V def2-TZVPD def2/J DEFGRID3
* xyz 0 1
N 0.505 0.233 -1.768
O 0.385 -0.490 0.959
Si -0.289 -0.454 -0.409
S 0.603 -1.995 3.163
S -1.552 1.525 -0.130
H 1.448 0.706 -1.917
H 0.232 0.249 -2.687
H -1.580 -1.166 -0.892
H 1.074 -0.700 2.803
H -0.826 2.093 0.877
*
```

---

## 2
The following is a DFT calculation (ωB97M-V with the def2-TZVPD basis set) of a structure of composition H5NOS2Si.

Frontier orbital gap (eV): 9.68
LUMO (eV): 0.4

Structure (ORCA input):
```
! RIJCOSX wB97M-V def2-TZVPD def2/J DEFGRID3
* xyz 0 1
N 1.421 -0.731 0.992
O 0.249 -0.148 -1.214
Si 0.288 0.376 0.396
S -0.307 0.967 -2.347
S -1.883 0.027 1.449
H 1.815 -0.884 1.830
H 1.739 -1.293 0.234
H 0.694 1.827 0.462
H -1.753 0.854 -2.397
H -2.262 -0.996 0.594
*
```

---

Stability summary: most stable 2, least stable 1.

---

## 1
The following is a DFT calculation (ωB97M-V with the def2-TZVPD basis set) of a cluster of 5 separate species, C10H20Cl10 in total.

Frontier orbital gap (eV): 10.92
LUMO (eV): 0.4
SMILES: ClCCCl.ClCCCl.ClCCCl.ClCCCl.ClCCCl

Structure (ORCA input):
```
! RIJCOSX wB97M-V def2-TZVPD def2/J DEFGRID3
* xyz 0 1
Cl -4.981 6.261 -2.476
C -4.467 5.308 -3.922
C -5.647 4.445 -4.485
Cl -6.115 3.078 -3.433
H -3.589 4.725 -3.645
H -4.306 6.036 -4.717
H -5.453 4.109 -5.504
H -6.475 5.152 -4.545
Cl 1.160 -1.431 1.543
C -0.511 -1.715 0.881
C -1.448 -0.591 1.198
Cl -0.638 0.973 0.980
H -1.014 -2.586 1.303
H -0.364 -1.845 -0.191
H -1.760 -0.509 2.239
H -2.362 -0.595 0.606
Cl -1.567 -1.406 -5.692
C -2.493 -2.389 -6.817
C -1.898 -3.758 -7.015
Cl -1.801 -4.650 -5.444
H -2.616 -1.807 -7.730
H -3.508 -2.369 -6.420
H -0.875 -3.712 -7.388
H -2.603 -4.290 -7.653
Cl -1.304 -2.834 8.558
C 0.214 -3.369 7.830
C 0.448 -4.833 8.251
Cl 1.854 -5.559 7.363
H 1.064 -2.744 8.105
H 0.083 -3.299 6.751
H -0.410 -5.464 8.022
H 0.690 -4.868 9.313
Cl 8.935 4.956 2.498
C 7.895 4.004 1.409
C 7.511 2.667 2.008
Cl 8.965 1.605 2.291
H 8.465 3.823 0.498
H 7.072 4.685 1.193
H 6.917 2.078 1.309
H 6.932 2.720 2.930
*
```

---

## 2
The following is a DFT calculation (ωB97M-V with the def2-TZVPD basis set) of a cluster of 5 separate species, C10H20Cl10 in total.

Frontier orbital gap (eV): 11.06
LUMO (eV): 0.5
SMILES: ClCCCl.ClCCCl.ClCCCl.ClCCCl.ClCCCl

Structure (ORCA input):
```
! RIJCOSX wB97M-V def2-TZVPD def2/J DEFGRID3
* xyz 0 1
Cl 4.414 -3.585 2.187
C 3.892 -1.962 1.700
C 3.209 -1.197 2.856
Cl 1.526 -1.792 3.089
H 3.092 -2.037 0.964
H 4.786 -1.473 1.313
H 3.039 -0.130 2.711
H 3.822 -1.405 3.733
Cl -2.044 -0.086 0.229
C -0.352 -0.443 0.610
C 0.256 -0.254 -0.758
Cl 1.980 0.206 -0.512
H -0.210 -1.475 0.930
H -0.063 0.280 1.373
H -0.232 0.480 -1.399
H 0.184 -1.173 -1.340
Cl -3.951 2.590 -3.428
C -4.357 1.164 -2.365
C -4.739 0.008 -3.275
Cl -6.403 0.198 -3.935
H -5.109 1.443 -1.627
H -3.437 0.788 -1.918
H -4.754 -0.924 -2.708
H -3.966 -0.165 -4.024
Cl 0.843 1.648 3.844
C 1.309 1.116 5.510
C 2.064 2.286 6.150
Cl 3.700 2.412 5.350
H 1.841 0.178 5.352
H 0.420 0.991 6.128
H 2.264 2.092 7.204
H 1.475 3.186 5.975
Cl -1.095 -1.885 -3.646
C -0.590 -1.141 -5.152
C -0.651 0.388 -5.071
Cl 0.586 0.870 -3.828
H -1.268 -1.453 -5.946
H 0.398 -1.492 -5.450
H -1.599 0.878 -4.850
H -0.283 0.868 -5.977
*
```

---

Stability summary: most stable 2, least stable 1.

---

## 1
The following is a DFT calculation (ωB97M-V with the def2-TZVPD basis set) of a structure of composition C5H10HoO2.

Frontier orbital gap (alpha / beta) (eV): 8.09 / 7.23
LUMO (alpha / beta) (eV): -9.3 / -10.1

Structure (ORCA input):
```
! RIJCOSX wB97M-V def2-TZVPD def2/J DEFGRID3
* xyz 2 6
C -1.946 -1.737 1.428
O -1.133 -0.587 1.341
C -1.772 0.639 0.853
C -0.720 1.713 0.864
H -2.726 -1.570 2.186
H -2.422 -1.966 0.462
H -1.297 -2.570 1.717
H -2.598 0.838 1.554
H -0.877 2.455 1.660
H -0.640 2.226 -0.105
C 3.369 0.333 -2.582
C 2.450 -0.422 -1.795
O 2.492 -0.413 -0.543
Ho 1.048 0.244 1.235
H 3.310 0.295 -3.670
H 4.040 1.047 -2.099
H -2.213 0.408 -0.172
H 1.636 -0.932 -2.333
*
```

---

## 2
The following is a DFT calculation (ωB97M-V with the def2-TZVPD basis set) of a structure of composition C5H10HoO2.

Frontier orbital gap (alpha / beta) (eV): 3.68 / 7.27
LUMO (alpha / beta) (eV): -10.6 / -10.5

Structure (ORCA input):
```
! RIJCOSX wB97M-V def2-TZVPD def2/J DEFGRID3
* xyz 2 6
C 2.659 -0.480 -0.311
O 1.933 -1.385 0.516
C 0.630 -1.591 0.313
C -0.110 -1.857 1.470
H 3.681 -0.870 -0.364
H 2.229 -0.389 -1.316
H 2.628 0.503 0.173
H 0.233 -1.727 -0.695
H 0.373 -2.370 2.309
H -1.191 -1.982 1.336
C -2.222 2.449 -1.158
C -1.472 1.269 -0.683
O -0.829 1.587 0.477
Ho -0.205 0.483 2.320
H -2.815 2.374 -2.072
H -2.611 3.079 -0.353
H -0.697 0.468 -1.373
H -2.213 0.438 -0.590
*
```

---

Stability summary: most stable 1, least stable 2.